{
  "formula": "C4H10O2",
  "method": "wB97M-V/def2-TZVPD",
  "orbital_gap_ev": 10.90,
  "de_lowest_kj_mol": 122.87,
  "e_homo_ev": -10.3,
  "lumo_energy_ev": 0.63,
  "largest_force_ev_per_a": 1.93,
  "e_tot_ha": -308.8514,
  "smiles": "CC(C)C=O.O",
  "elements": ["C", "C", "C", "C", "O", "H", "H", "H", "H", "H", "H", "H", "H", "O", "H", "H"],
  "xyz": [[-1.063, -1.530, 0.084], [-0.965, -0.024, -0.130], [-0.820, 0.438, -1.602], [0.172, 0.553, 0.695], [0.140, 1.663, 1.158], [-2.068, -1.877, 0.315], [-0.412, -1.925, 0.869], [-0.714, -2.023, -0.828], [-1.820, 0.549, 0.232], [-1.691, 0.517, -2.238], [-0.054, -0.206, -2.043], [-0.357, 1.423, -1.503], [0.946, -0.171, 1.002], [3.239, 0.594, 1.394], [2.427, 0.535, 0.867], [3.041, 1.482, 1.725]],
  "forces_ev_per_a": [[0.06, -0.37, -0.45], [-0.46, 0.59, -0.18], [1.73, 0.05, 0.84], [-1.17, -0.23, 0.37], [0.54, 0.11, -0.21], [-0.04, 0.08, -0.14], [-0.03, 0.32, 0.16], [-0.22, -0.16, 0.04], [-0.23, -0.36, 0.35], [-0.34, -0.32, 0.25], [-0.21, 0.07, -0.43], [-0.25, 0.15, -0.52], [0.17, -0.12, -0.13], [-0.84, 0.74, -0.24], [0.63, -0.55, -0.15], [0.65, -0.01, 0.44]]
}